Record 1
{
  "formula": "C41H39Cl3GeLuN4O3",
  "method": "the ωB97M-V functional and the def2-TZVPD basis",
  "homo_energy_ev": [-11.24, -12.93],
  "homo_lumo_gap_ev": [5.79, 7.42],
  "total_charge": 2,
  "e_tot_ha": -6723.1854,
  "lumo_energy_ev": [-5.5, -5.5],
  "e_above_lowest_kcal_mol": 0.0,
  "spin_multiplicity": 2,
  "s2": 0.754,
  "symbols": ["Lu", "C", "N", "C", "C", "C", "C", "C", "C", "N", "C", "C", "C", "C", "C", "C", "N", "C", "C", "C", "C", "C", "N", "H", "H", "H", "H", "H", "H", "H", "H", "H", "H", "H", "H", "H", "H", "H", "H", "H", "H", "C", "C", "C", "C", "C", "C", "Ge", "C", "C", "C", "C", "C", "C", "C", "C", "C", "C", "C", "C", "H", "H", "H", "H", "H", "H", "H", "H", "H", "H", "H", "H", "H", "H", "H", "Cl", "C", "Cl", "Cl", "C", "O", "O", "C", "C", "C", "O", "H", "H", "H", "H", "H", "H"],
  "coordinates": [[0.79537, 0.62335, 2.01419], [-0.53116, -2.14787, 3.05647], [0.49997, -1.16566, 3.52983], [0.01452, -0.58533, 4.82926], [-1.14982, 0.36787, 4.63357], [-2.33166, 0.34888, 5.32158], [-3.22430, 1.43946, 5.11935], [-3.01036, 2.37629, 4.12503], [-1.77339, 2.31966, 3.47512], [-0.88623, 1.32278, 3.68238], [1.84040, -1.82427, 3.76238], [2.94441, -0.80806, 4.00822], [4.10074, -1.11282, 4.66305], [5.09875, -0.12257, 4.67207], [4.83855, 1.19763, 4.20545], [3.60790, 1.41903, 3.61195], [2.72049, 0.43054, 3.51087], [-1.49300, -1.60803, 2.03336], [-2.64734, -2.31105, 1.83359], [-3.50132, -2.01416, 0.81977], [-3.10424, -0.91159, 0.01696], [-1.99492, -0.15969, 0.34048], [-1.13376, -0.48317, 1.37324], [-0.04324, -2.99370, 2.60461], [-1.11225, -2.65138, 3.86432], [-0.28177, -1.33689, 5.59193], [0.82860, 0.03552, 5.23659], [-2.55816, -0.40902, 6.04995], [-4.11721, 1.48108, 5.75319], [-3.72288, 3.20198, 3.93697], [-1.44261, 3.06824, 2.73807], [1.78545, -2.57868, 4.58989], [2.04325, -2.38667, 2.79735], [4.35125, -2.01780, 5.19083], [6.07109, -0.38013, 5.08473], [5.58264, 1.91960, 4.27000], [3.32819, 2.36528, 3.16215], [-2.88441, -3.18303, 2.42720], [-4.41246, -2.58943, 0.60023], [-3.70816, -0.59130, -0.81556], [-1.79534, 0.73172, -0.25225], [3.64548, 1.02700, -4.60737], [3.08310, 1.60942, -3.47438], [1.84171, 1.22047, -3.09857], [1.13619, 0.23170, -3.76834], [1.71179, -0.37363, -4.86735], [2.97020, 0.02462, -5.30358], [-0.61607, 0.02487, -3.02211], [-1.76871, 1.50856, -3.62939], [-1.39830, 2.32148, -4.70790], [-2.18995, 3.38264, -5.08295], [-3.35371, 3.67368, -4.32186], [-3.70567, 2.85791, -3.29101], [-2.90174, 1.80028, -2.92248], [-1.51661, -1.63520, -3.51239], [-2.81673, -1.71749, -3.97831], [-3.50749, -2.90436, -3.89793], [-2.91307, -4.04687, -3.40382], [-1.53607, -4.05489, -3.12398], [-0.89960, -2.81852, -3.17608], [4.69299, 1.21777, -4.88480], [3.63466, 2.35033, -2.91352], [1.40132, 1.58083, -2.19013], [1.14723, -1.14637, -5.38745], [3.41425, -0.50912, -6.16447], [-0.57374, 2.09996, -5.34593], [-1.94425, 4.04204, -5.92971], [-3.96318, 4.52951, -4.51279], [-4.64406, 3.07263, -2.77607], [-3.12072, 1.24695, -2.05339], [-3.28360, -0.84329, -4.31786], [-4.50752, -3.03175, -4.26305], [-3.43466, -4.96845, -3.27122], [-1.03394, -4.95955, -2.84768], [0.18072, -2.83305, -3.00606], [0.53631, 4.11554, -1.75263], [0.08831, 4.07016, -0.05312], [0.57149, 5.63121, 0.70092], [-1.67814, 3.86710, 0.14447], [0.69153, 2.78392, 0.60386], [0.43027, 1.69812, 0.03805], [1.30971, 2.80399, 1.67604], [1.89007, -2.76345, -0.57904], [2.53302, -1.50253, -0.04387], [3.64228, -0.82713, -0.79132], [2.02884, -0.92757, 0.90204], [1.25184, -2.54079, -1.44146], [1.26497, -3.32586, 0.11390], [2.72724, -3.38642, -1.02052], [3.65756, -1.02638, -1.89287], [4.63032, -1.17020, -0.48640], [3.60250, 0.24358, -0.53255]]
}


Record 2
{
  "formula": "C11H12BF3I2KO2",
  "method": "the ωB97M-V functional and the def2-TZVPD basis",
  "homo_energy_ev": [-5.13, -4.79],
  "homo_lumo_gap_ev": [6.26, 5.20],
  "total_charge": -1,
  "e_tot_ha": -2096.7298,
  "lumo_energy_ev": [1.1, 0.4],
  "spin_multiplicity": 1,
  "symbols": ["K", "C", "C", "C", "C", "C", "C", "C", "C", "O", "B", "O", "C", "C", "H", "H", "H", "H", "H", "H", "H", "H", "H", "H", "H", "H", "I", "I", "F", "C", "F", "F"],
  "coordinates": [[-5.81409, -0.44042, 0.78074], [2.98829, 1.91576, -1.18253], [2.98702, 0.38514, -1.06745], [4.22478, -0.03193, -0.27213], [3.08940, -0.23032, -2.46977], [1.68594, -0.07357, -0.40418], [1.67183, -0.79778, 0.78702], [0.49125, -1.21468, 1.40378], [-0.68301, -0.87952, 0.78141], [-1.97958, -1.14824, 1.16024], [-2.74867, -0.56362, 0.19141], [-1.99942, 0.04170, -0.79823], [-0.68888, -0.16046, -0.40264], [0.46685, 0.25223, -1.01646], [3.91649, 2.25735, -1.64701], [2.90654, 2.37665, -0.19674], [2.15831, 2.27436, -1.79220], [5.11970, 0.32215, -0.78732], [4.30044, -1.11702, -0.18155], [4.22447, 0.40084, 0.72985], [4.01589, 0.08741, -2.95435], [2.25800, 0.07669, -3.10534], [3.08728, -1.32038, -2.41368], [2.60510, -1.05046, 1.26820], [0.49516, -1.76770, 2.33255], [0.42191, 0.81430, -1.93991], [-8.92651, -0.44053, -0.43737], [-12.09327, -0.45608, -1.21184], [-4.48593, 1.35095, 3.39297], [-4.75288, -0.03517, 3.32151], [-5.44790, -0.25158, 4.50763], [-3.49451, -0.57610, 3.62339]]
}


Record 3
{
  "formula": "C35H57N10PS2Sn",
  "method": "the ωB97M-V functional and the def2-TZVPD basis",
  "homo_energy_ev": -0.20,
  "homo_lumo_gap_ev": 4.55,
  "total_charge": -2,
  "e_tot_ha": -3267.4651,
  "lumo_energy_ev": 4.4,
  "e_above_lowest_kcal_mol": 2.7,
  "spin_multiplicity": 1,
  "symbols": ["Sn", "C", "C", "N", "C", "C", "S", "C", "C", "N", "H", "H", "H", "H", "H", "H", "H", "H", "H", "H", "H", "H", "H", "H", "N", "C", "S", "N", "N", "C", "C", "C", "C", "C", "C", "C", "C", "C", "C", "C", "C", "N", "H", "H", "H", "H", "H", "H", "H", "H", "H", "H", "H", "C", "H", "H", "N", "P", "N", "C", "C", "C", "C", "C", "N", "C", "C", "C", "C", "C", "N", "C", "C", "C", "C", "C", "H", "H", "H", "H", "H", "H", "H", "H", "H", "H", "H", "H", "H", "H", "H", "H", "H", "H", "H", "H", "H", "H", "H", "H", "H", "H", "H", "H", "H", "H"],
  "coordinates": [[0.66937, 0.46052, 0.88081], [-0.24520, 2.49489, 4.85089], [-0.02765, 3.51242, 3.70752], [1.06324, 3.14209, 2.83966], [2.39799, 3.53263, 3.22092], [2.99920, 2.80171, 4.43337], [3.08396, 0.98085, 4.39067], [1.92346, 0.48527, 5.70183], [0.49176, 0.16137, 5.24508], [-0.04053, 1.15869, 4.36871], [-1.24299, 2.67194, 5.28603], [0.47326, 2.68665, 5.65022], [0.08873, 4.52006, 4.14881], [-0.93026, 3.51433, 3.08980], [0.87767, 3.37417, 1.87336], [2.46144, 4.60883, 3.48096], [3.03764, 3.37116, 2.35098], [2.47118, 3.06913, 5.35007], [4.03093, 3.14208, 4.53730], [1.93276, 1.27029, 6.46152], [2.36618, -0.40482, 6.15449], [-0.10551, -0.01380, 6.16238], [0.50774, -0.77552, 4.68363], [-0.76827, 0.82444, 3.74750], [-4.10320, 1.12514, 0.45284], [-2.67144, 1.05775, 0.54570], [-2.02430, -0.09321, 1.70335], [-2.01662, 1.81805, -0.23654], [-0.63355, 1.80526, -0.25577], [-0.13381, 2.70156, -1.26855], [-0.88738, 3.98547, -1.41776], [-1.30095, 4.66454, -0.26778], [-2.00466, 5.85452, -0.34347], [-2.32783, 6.40664, -1.58148], [-1.91859, 5.74908, -2.73002], [-1.20183, 4.55600, -2.64398], [1.39662, 2.75677, -1.36070], [2.08703, 4.05260, -1.64337], [3.35993, 4.24243, -1.24549], [4.06275, 3.24149, -0.48451], [3.31863, 2.14116, -0.09547], [2.06331, 1.88223, -0.43087], [-4.49938, 1.10745, 1.38260], [-4.34820, 1.99246, -0.01295], [-1.06651, 4.22661, 0.69565], [-2.31228, 6.35487, 0.56803], [-2.89195, 7.33006, -1.64423], [-2.16372, 6.15634, -3.70503], [-0.89680, 4.05730, -3.55606], [1.54156, 4.81605, -2.18632], [3.85810, 5.18081, -1.47789], [5.08273, 3.38122, -0.15283], [3.76176, 1.39943, 0.57495], [0.59145, 2.09342, -2.46273], [0.62359, 1.00734, -2.47933], [0.56745, 2.58181, -3.43508], [0.77659, -1.16478, -0.55530], [0.03004, -2.39842, -0.99965], [-0.87506, -3.24032, 0.15481], [-0.45399, -3.11002, 1.55673], [-1.61489, -3.43147, 2.48496], [-2.09573, -4.87628, 2.28765], [-2.06197, -5.27400, 0.79504], [-2.07071, -4.03140, -0.09017], [-1.10836, -2.34205, -2.27911], [-2.30789, -1.52347, -1.90325], [-2.42084, -0.24351, -2.71749], [-2.49908, -0.53878, -4.21859], [-1.55467, -1.69616, -4.60317], [-0.48495, -1.90174, -3.54189], [1.09789, -3.55658, -1.66789], [0.62879, -4.85559, -2.09120], [1.69182, -5.54601, -2.98145], [2.67306, -4.51446, -3.53516], [3.42965, -3.84823, -2.37971], [2.47189, -3.57904, -1.19729], [-0.10483, -2.09285, 1.72829], [0.39081, -3.78336, 1.78053], [-2.41601, -2.71871, 2.27588], [-1.30927, -3.27427, 3.52269], [-3.10860, -4.98468, 2.68638], [-1.45483, -5.55521, 2.85874], [-2.90900, -5.92079, 0.54794], [-1.14698, -5.83213, 0.57841], [-2.98377, -3.45378, 0.11726], [-2.09530, -4.30318, -1.14420], [-2.25522, -1.25361, -0.84698], [-3.21079, -2.13118, -2.04464], [-1.55986, 0.38861, -2.49097], [-3.29943, 0.30932, -2.38351], [-2.23435, 0.36382, -4.77575], [-3.52685, -0.79742, -4.49243], [-1.07679, -1.50235, -5.56771], [-2.11842, -2.62982, -4.70193], [0.09975, -0.98360, -3.41037], [0.21307, -2.67886, -3.85814], [-0.30160, -4.71611, -2.64601], [0.40273, -5.50632, -1.22813], [1.19984, -6.08549, -3.79486], [2.25017, -6.28307, -2.39439], [2.11297, -3.75335, -4.08174], [3.37098, -4.98086, -4.23624], [3.87411, -2.91113, -2.72184], [4.24382, -4.50285, -2.05005], [2.66849, -2.61406, -0.73475], [2.60564, -4.36243, -0.43080]]
}